11
Properties=species:S:1:pos:R:3 method="wB97M-V/def2-TZVPD" s2=2.007 orbital_gap_ha="0.2129 / 0.1992" energy_ha=-3546.0731 spin_multiplicity=3 de_lowest_kj_mol=190.52
N -1.35 -0.51 -0.02
N 1.28 -0.99 -0.05
N 0.60 1.44 -1.01
P -1.12 1.06 -0.39
P -0.13 -1.53 0.38
S 1.79 0.58 -0.45
Cl -1.43 2.20 1.13
Cl -2.56 1.34 -1.75
Cl 0.10 -1.84 2.32
Cl -0.56 -3.22 -0.61
Cl 1.97 1.20 1.61